{
  "formula": "C17H18I2PPdS4",
  "method": "wB97M-V/def2-TZVPD",
  "fmax_ha_per_bohr": 0.048,
  "mol_weight_g_mol": 741.8,
  "total_charge": -1,
  "homo_energy_ev": -3.91,
  "gap_ev": 5.55,
  "e_lumo_ev": 1.6,
  "e_tot_ha": -3316.10665,
  "elements": ["Pd", "I", "C", "I", "H", "H", "C", "C", "S", "C", "C", "S", "H", "H", "H", "H", "H", "H", "S", "P", "S", "C", "C", "C", "C", "C", "C", "C", "C", "C", "C", "C", "C", "H", "H", "H", "H", "H", "H", "H", "H", "H", "H"],
  "positions_angstrom": [[0.648715, 0.356149, 0.201244], [-3.777099, 0.058063, -0.639463], [-2.927289, -1.876064, -0.298493], [-0.742687, -1.906780, 0.132700], [-3.074459, -2.452092, -1.205197], [-3.461981, -2.320461, 0.534050], [-0.456912, 4.897043, -0.365285], [0.226793, 3.581430, -0.102039], [-0.819911, 2.219586, -0.175953], [1.565035, 3.484121, 0.168888], [2.493687, 4.667471, 0.222837], [2.358424, 1.986800, 0.476105], [-1.516113, 4.721750, -0.540084], [-0.034380, 5.390174, -1.240532], [-0.348880, 5.577408, 0.479456], [1.957412, 5.603660, 0.107642], [3.244684, 4.587440, -0.564958], [3.033729, 4.677306, 1.170218], [3.525918, -4.060560, 2.415699], [3.781905, -2.835261, 0.908742], [2.197720, -1.717030, 0.280796], [5.192174, -1.700717, 1.193550], [5.032163, -0.328439, 1.122117], [6.113700, 0.504417, 1.338494], [7.350663, -0.038819, 1.638434], [7.511369, -1.414237, 1.721171], [6.431286, -2.247895, 1.502121], [4.328193, -3.704836, -0.611357], [4.685219, -2.970381, -1.736138], [5.032441, -3.621495, -2.903340], [5.028247, -5.007259, -2.948825], [4.655998, -5.740959, -1.834979], [4.302736, -5.089110, -0.667137], [4.058832, 0.079536, 0.886361], [5.985315, 1.574748, 1.259815], [8.198024, 0.611903, 1.805866], [8.482914, -1.831216, 1.948968], [6.532851, -3.321620, 1.572298], [4.673664, -1.890739, -1.687498], [5.293153, -3.055175, -3.788389], [5.310436, -5.517989, -3.859496], [4.629871, -6.821284, -1.882807], [4.008285, -5.638585, 0.215976]],
  "atomic_forces_ev_per_a": [[1.006, 1.820, 0.248], [0.169, -0.409, 0.079], [0.507, 0.406, 0.032], [-1.533, -0.368, -0.225], [0.095, 0.020, 0.037], [0.180, 0.028, 0.040], [0.103, -0.041, 0.028], [2.366, 0.486, 0.443], [0.497, -1.893, 0.195], [-1.940, 0.876, -0.442], [-0.052, -0.273, -0.029], [-1.037, -1.604, -0.149], [-0.098, 0.125, -0.031], [-0.060, 0.050, -0.127], [-0.088, 0.060, 0.083], [-0.021, 0.151, -0.001], [0.053, 0.083, -0.089], [0.021, 0.091, 0.104], [0.035, -0.032, -0.090], [0.116, 0.354, 0.304], [-0.062, 0.105, -0.490], [-0.392, -0.183, 0.043], [-0.210, -0.063, -0.113], [0.152, 0.133, 0.022], [0.104, 0.155, -0.007], [0.088, -0.058, -0.009], [-0.002, -0.014, -0.028], [-0.353, 0.020, 0.170], [0.001, 0.070, 0.101], [0.079, 0.050, -0.132], [-0.006, -0.155, -0.094], [0.059, -0.083, -0.170], [0.018, 0.057, 0.184], [0.051, 0.026, 0.001], [-0.014, 0.074, 0.041], [0.066, 0.042, 0.014], [0.043, -0.040, 0.038], [0.049, -0.100, 0.028], [-0.020, 0.107, -0.042], [0.047, 0.040, 0.024], [-0.012, -0.022, -0.074], [0.029, -0.054, 0.018], [-0.036, -0.037, 0.068]]
}

***

{
  "formula": "C24H34FN6S2SbSe4SiTc",
  "method": "wB97M-V/def2-TZVPD",
  "fmax_ha_per_bohr": 0.008,
  "mol_weight_g_mol": 1053.4,
  "total_charge": 3,
  "homo_energy_ev": -16.00,
  "gap_ev": 5.66,
  "e_lumo_ev": -10.3,
  "e_tot_ha": -12375.17136,
  "elements": ["Tc", "C", "Si", "C", "C", "N", "C", "C", "C", "C", "C", "C", "F", "H", "H", "H", "H", "H", "H", "H", "H", "H", "H", "H", "H", "H", "C", "C", "N", "C", "C", "S", "C", "C", "S", "C", "N", "C", "H", "H", "H", "H", "H", "H", "H", "H", "C", "C", "N", "C", "N", "C", "C", "C", "N", "C", "H", "H", "H", "H", "H", "H", "H", "H", "H", "H", "H", "H", "H", "Se", "Sb", "Se", "Se", "Se"],
  "positions_angstrom": [[0.171270, 0.127642, -0.863664], [2.814767, -1.757762, -1.036836], [2.895841, -0.597823, 0.437012], [4.375018, 0.520901, 0.229656], [2.903842, -1.696593, 1.950157], [1.360185, 0.555211, 0.517170], [1.353355, 1.429978, 1.625629], [2.393473, 1.420222, 2.580349], [2.383834, 2.237247, 3.689896], [1.329818, 3.118575, 3.899115], [0.291571, 3.170295, 2.988315], [0.318532, 2.343727, 1.887835], [-0.718486, 2.449630, 1.036596], [3.382866, -2.631131, -0.704366], [3.323859, -1.348806, -1.906244], [1.854275, -2.150695, -1.365783], [5.227342, 0.077617, 0.748054], [4.245566, 1.526101, 0.624137], [4.650058, 0.593385, -0.823108], [3.946994, -1.915765, 2.190948], [2.430886, -2.652055, 1.719933], [2.445272, -1.295266, 2.851117], [3.238847, 0.765016, 2.461547], [3.202570, 2.190565, 4.392290], [1.321391, 3.766402, 4.764225], [-0.540094, 3.849618, 3.108285], [2.552309, 2.801380, -1.633313], [2.446169, 1.626244, -2.543077], [1.571899, 0.639142, -2.434090], [1.641576, -0.232922, -3.502783], [2.599565, 0.071066, -4.410556], [3.422468, 1.489318, -3.931179], [0.601222, -1.247671, -3.531034], [0.343305, -2.209508, -4.449847], [-1.165427, -2.934176, -4.123069], [-1.391792, -1.943081, -2.767230], [-0.365245, -1.131220, -2.540314], [-2.685096, -1.937421, -2.032339], [1.794390, 2.752453, -0.855462], [2.406673, 3.719578, -2.204489], [3.536551, 2.855105, -1.169640], [2.847468, -0.439214, -5.325075], [0.928886, -2.490254, -5.308382], [-3.431846, -2.510202, -2.577325], [-3.037081, -0.907610, -1.932071], [-2.586431, -2.359562, -1.035821], [-4.347254, 0.247943, 2.770217], [-4.249860, 0.891720, 1.403686], [-2.970765, 0.519178, 0.793807], [-2.296769, -0.607169, 1.053767], [-1.111853, -0.818893, 0.414726], [-0.353082, -1.992028, 0.860255], [-1.218424, -3.193521, 1.185689], [-2.202551, -2.772059, 2.247946], [-2.821241, -1.489415, 1.907297], [-4.083822, -1.232965, 2.623346], [-5.337969, 0.402376, 3.194457], [-3.619138, 0.695369, 3.449596], [-4.274271, 1.978063, 1.469664], [-5.072248, 0.574721, 0.758318], [-2.452728, 1.243285, 0.334947], [0.243879, -1.709309, 1.736687], [0.352270, -2.266073, 0.068790], [-0.603333, -4.013851, 1.554983], [-1.735351, -3.556054, 0.295913], [-1.709107, -2.669142, 3.219035], [-3.004166, -3.502175, 2.362277], [-3.992351, -1.710755, 3.598991], [-4.895102, -1.731254, 2.084908], [-4.404749, 2.493557, -4.493484], [-2.752303, 4.051390, -4.200671], [-1.212749, 1.753760, -1.677089], [-0.554631, 2.526380, -3.701806], [-1.952726, 6.179207, -4.011395]],
  "atomic_forces_ev_per_a": [[-0.247, 0.187, -0.307], [-0.022, 0.079, 0.087], [0.039, -0.156, 0.019], [-0.091, -0.027, -0.070], [-0.068, 0.102, -0.053], [-0.021, 0.058, 0.051], [0.079, -0.042, -0.074], [0.001, 0.117, 0.073], [0.007, -0.063, -0.088], [0.014, 0.037, 0.059], [-0.005, -0.050, -0.072], [-0.019, 0.032, 0.091], [-0.045, -0.025, -0.044], [0.067, -0.029, 0.006], [0.035, 0.021, -0.013], [-0.050, -0.042, 0.017], [0.034, -0.047, 0.031], [-0.004, 0.011, 0.007], [0.005, 0.000, -0.035], [0.056, -0.007, 0.004], [0.003, -0.017, -0.009], [-0.028, 0.035, 0.002], [0.027, -0.025, 0.025], [0.035, -0.004, 0.025], [-0.003, 0.014, 0.018], [-0.034, 0.023, 0.003], [-0.007, 0.010, 0.006], [-0.101, -0.052, 0.025], [0.207, 0.197, 0.059], [0.104, -0.010, -0.134], [-0.070, -0.009, 0.111], [-0.046, -0.046, 0.019], [0.029, -0.135, -0.156], [-0.001, 0.135, 0.094], [0.039, 0.047, 0.026], [-0.070, 0.077, 0.023], [0.017, -0.193, 0.037], [-0.003, 0.011, 0.043], [0.012, 0.020, 0.006], [0.000, -0.007, 0.016], [0.004, 0.011, -0.004], [0.009, -0.041, -0.063], [0.043, -0.010, -0.044], [-0.016, -0.006, -0.015], [-0.007, -0.011, 0.007], [-0.023, 0.012, -0.039], [-0.040, 0.011, -0.006], [-0.027, 0.040, 0.021], [0.040, -0.056, -0.115], [0.044, -0.007, 0.035], [-0.172, 0.035, 0.010], [0.035, -0.012, 0.062], [0.016, -0.029, 0.008], [0.032, -0.055, 0.032], [0.013, 0.057, -0.141], [-0.029, 0.011, 0.062], [0.007, 0.003, -0.003], [0.004, 0.000, -0.001], [-0.024, -0.019, -0.004], [0.018, -0.009, 0.030], [0.021, 0.024, 0.051], [-0.013, -0.027, -0.008], [0.037, -0.030, -0.026], [0.004, 0.018, -0.003], [0.025, -0.006, 0.035], [-0.014, -0.034, -0.019], [0.026, -0.001, -0.022], [-0.015, 0.026, -0.018], [0.010, 0.021, 0.024], [-0.326, -0.130, -0.030], [0.284, -0.184, 0.112], [0.048, -0.231, 0.368], [0.120, 0.064, -0.176], [-0.009, 0.336, -0.048]]
}

***

{
  "formula": "C24H50Cl2O4P2PbSi2",
  "method": "wB97M-V/def2-TZVPD",
  "fmax_ha_per_bohr": 0.042,
  "mol_weight_g_mol": 798.9,
  "total_charge": 0,
  "homo_energy_ev": [-5.95, -6.60],
  "gap_ev": [5.58, 6.37],
  "e_lumo_ev": [-0.4, -0.2],
  "e_tot_ha": -3620.14944,
  "elements": ["Pb", "C", "C", "C", "Si", "C", "C", "Si", "H", "H", "H", "Cl", "C", "C", "C", "C", "H", "H", "H", "H", "H", "H", "H", "H", "H", "H", "H", "H", "C", "C", "P", "H", "H", "P", "H", "H", "C", "C", "C", "C", "C", "H", "C", "H", "H", "H", "H", "H", "H", "H", "C", "C", "H", "H", "H", "H", "H", "H", "H", "C", "C", "H", "H", "H", "H", "H", "H", "C", "C", "H", "H", "H", "H", "H", "H", "H", "C", "H", "H", "H", "O", "Cl", "O", "O", "O"],
  "positions_angstrom": [[-0.732188, 0.447589, -0.811675], [1.510128, -0.868743, 0.956131], [1.657426, -2.278486, 0.639353], [2.934285, -2.371598, 0.078186], [0.446047, -3.615336, 1.183298], [3.597777, -1.120618, 0.158691], [2.774957, -0.176110, 0.779011], [3.175827, 1.505764, 1.529024], [0.898196, -0.682555, 3.292117], [3.356375, -3.288789, -0.327771], [4.612561, -0.915701, -0.177028], [-4.008243, 2.328674, -4.087340], [3.511838, 1.294827, 3.356079], [4.669723, 2.187590, 0.663030], [0.704459, -3.963506, 3.003941], [0.763735, -5.141240, 0.175898], [5.449093, 1.414388, 0.660191], [5.037430, 3.059681, 1.223568], [4.467712, 2.489916, -0.370526], [2.603566, 1.347161, 3.970379], [4.203433, 2.081444, 3.687532], [3.977654, 0.314873, 3.526865], [1.846559, -5.324421, 0.152859], [0.395488, -5.063505, -0.853593], [0.269668, -5.993436, 0.666956], [1.765629, -3.823369, 3.248631], [0.424635, -5.006152, 3.210825], [0.120238, -3.301571, 3.656718], [1.700963, 2.692825, 1.387761], [-1.350153, -3.031810, 1.003300], [0.763960, 2.723052, -0.171727], [2.070973, 3.707139, 1.620253], [0.980082, 2.417773, 2.181655], [-1.819568, -2.112181, -0.494658], [-1.565817, -2.364106, 1.859794], [-1.996306, -3.921004, 1.110266], [-3.683507, -2.067511, -0.474017], [-1.419213, -3.167985, -1.966575], [1.942938, 3.124933, -1.547271], [-0.319892, 4.235462, -0.058763], [-1.762882, 3.813825, 0.243581], [-0.282051, 4.675457, -1.069888], [0.169901, 5.269937, 0.960071], [0.177591, 4.853554, 1.974930], [-0.529704, 6.115115, 0.950327], [1.165173, 5.666794, 0.722457], [-2.184083, 3.157564, -0.534779], [-2.391191, 4.714186, 0.288607], [-1.829470, 3.304044, 1.217593], [2.725229, 2.351588, -1.468111], [2.579693, 4.512006, -1.415740], [1.216980, 2.972664, -2.890937], [3.136973, 4.653709, -0.480725], [1.825169, 5.303948, -1.509521], [3.292650, 4.643872, -2.240608], [0.852235, 1.949991, -3.063638], [1.909302, 3.222338, -3.704280], [0.364568, 3.664178, -2.964118], [-0.345546, -3.393182, -1.852914], [-1.629005, -2.344315, -3.245022], [-2.215065, -4.475573, -2.012572], [-2.071405, -5.109783, -1.128575], [-1.878897, -5.053200, -2.883920], [-3.287025, -4.281078, -2.146405], [-0.976959, -1.459993, -3.292313], [-2.673787, -2.013099, -3.339255], [-1.406274, -2.971396, -4.117113], [-4.158234, -0.674919, -0.042604], [-4.319049, -3.154700, 0.399253], [-3.973022, -2.232202, -1.525991], [-4.028300, -3.038830, 1.450783], [-4.074862, -4.170909, 0.063933], [-5.409147, -3.044499, 0.339373], [-3.824176, -0.443120, 0.980956], [-5.256795, -0.657911, -0.052821], [-3.810656, 0.118596, -0.723318], [-2.412854, 1.567647, -4.032583], [-2.199694, 1.300278, -2.986014], [-2.416966, 0.688876, -4.688801], [-1.672650, 2.270916, -4.432358], [-0.554642, 1.444617, 3.551605], [-0.897173, 0.182001, 4.203750], [0.677629, -0.694509, 4.266624], [-1.740662, -0.691273, 3.390755], [0.380667, -0.286572, 1.198965]],
  "atomic_forces_ev_per_a": [[0.205, -0.112, -0.097], [-0.021, 0.033, -0.389], [0.054, -0.247, -0.357], [-0.913, -1.045, 0.317], [0.376, 1.276, -0.395], [0.348, 1.301, 0.495], [0.227, 0.145, -0.316], [-0.823, -0.950, -0.630], [-0.153, -0.035, 0.617], [0.051, 0.225, 0.076], [-0.159, -0.186, 0.058], [-0.263, 0.123, -0.010], [0.194, 0.044, 0.176], [0.297, 0.251, 0.109], [0.052, -0.210, 0.116], [-0.040, -0.423, 0.051], [-0.036, 0.232, -0.034], [0.079, -0.162, -0.231], [0.119, -0.091, 0.228], [0.171, -0.016, -0.177], [-0.119, -0.179, 0.105], [-0.016, 0.253, 0.035], [-0.236, -0.096, -0.035], [0.150, -0.067, 0.234], [0.185, 0.061, -0.250], [-0.204, -0.132, 0.016], [0.073, 0.211, 0.142], [0.121, -0.142, -0.195], [0.183, 0.382, 0.169], [-0.247, -0.367, 0.115], [0.430, 0.175, 0.385], [-0.036, -0.297, 0.021], [0.297, 0.065, -0.405], [0.060, -0.507, 0.337], [0.135, -0.253, -0.423], [0.220, 0.190, 0.061], [0.187, -0.099, -0.133], [-0.086, -0.042, 0.402], [-0.023, 0.076, 0.424], [0.187, -0.080, -0.132], [-0.148, 0.265, -0.026], [-0.105, -0.029, 0.289], [-0.247, 0.236, -0.159], [0.017, 0.115, -0.221], [0.119, -0.055, 0.085], [-0.208, -0.183, 0.114], [0.182, 0.156, 0.315], [0.028, -0.187, 0.052], [0.000, 0.044, -0.302], [-0.279, 0.165, -0.110], [0.233, -0.029, -0.349], [0.110, 0.060, -0.094], [-0.218, -0.102, -0.142], [0.174, -0.148, 0.060], [-0.061, 0.104, 0.132], [0.101, 0.234, 0.143], [-0.140, -0.035, 0.060], [0.154, -0.138, 0.011], [-0.281, 0.140, -0.110], [0.023, -0.119, -0.102], [0.169, -0.138, -0.363], [-0.032, 0.245, -0.113], [-0.127, -0.023, 0.122], [0.210, -0.067, 0.064], [-0.151, -0.237, 0.111], [0.202, -0.050, 0.014], [-0.052, 0.134, 0.071], [-0.300, -0.021, -0.047], [-0.321, 0.092, -0.166], [-0.045, 0.072, 0.297], [-0.071, -0.055, -0.236], [0.028, 0.266, 0.147], [0.109, -0.077, 0.085], [-0.020, 0.009, -0.306], [0.165, 0.076, 0.069], [-0.044, -0.263, 0.289], [0.474, -0.188, -0.211], [-0.016, 0.086, -0.588], [-0.062, 0.149, 0.387], [-0.194, -0.139, 0.328], [-0.563, -1.148, 0.723], [1.446, -0.706, -1.403], [-1.637, 1.055, -0.887], [0.625, 0.997, 0.882], [-0.278, 0.132, 0.608]]
}

***

{
  "formula": "BrClINOS",
  "method": "wB97M-V/def2-TZVPD",
  "fmax_ha_per_bohr": 0.048,
  "mol_weight_g_mol": 304.3,
  "total_charge": 0,
  "homo_energy_ev": -9.15,
  "gap_ev": 6.94,
  "e_lumo_ev": -2.2,
  "e_tot_ha": -3859.88957,
  "elements": ["N", "O", "S", "Cl", "Br", "I"],
  "positions_angstrom": [[-1.347021, -1.172499, -0.001445], [1.645912, 1.205284, 0.564943], [0.043385, -1.567859, -0.352868], [-1.630931, 0.529970, 0.382140], [2.434742, 2.592406, -2.453738], [0.700719, 1.688743, -0.847778]],
  "atomic_forces_ev_per_a": [[-2.086, -0.274, 0.421], [0.834, -0.438, 1.169], [2.258, -0.848, -0.571], [-0.654, 0.738, 0.424], [-0.051, -0.034, 0.104], [-0.301, 0.855, -1.547]]
}